Record 1
14
Properties=species:S:1:pos:R:3:forces:R:3:nbo_charge:R:1 method="wB97M-V/def2-TZVPD" smiles="NC1=N[NH2+]C[C@H]1Br" lumo_ev=-3.4548 mol_weight_g_mol=165.01 e_above_lowest_ev=1.1771 charge=+1
N 0.287852 -2.353451 -0.140920 -2.30 -2.18 3.53 -0.733
C 0.101987 -1.102627 0.243695 1.16 2.60 -1.75 0.444
N -0.710088 -0.500275 1.068988 -0.30 -3.02 1.04 -0.345
N -0.647775 0.863910 0.930743 -0.45 3.45 -3.04 -0.356
C 0.083583 1.279230 -0.381688 0.32 -2.77 -0.61 -0.262
C 0.929189 -0.095719 -0.512517 -0.17 2.92 -0.31 -0.349
Br 2.741627 0.099652 0.148885 0.09 0.01 0.81 0.078
H 0.966487 -2.675801 -0.789065 0.66 0.38 -0.45 0.435
H -0.079076 -3.107692 0.510424 0.48 1.22 -1.36 0.434
H -0.235481 1.513717 1.583127 0.56 -0.85 1.70 0.431
H -1.579877 1.284092 0.781093 -0.03 -0.82 0.55 0.433
H 0.785134 2.131538 -0.204371 -1.13 -0.47 -0.44 0.267
H -0.746773 1.320456 -1.207059 1.93 0.33 1.44 0.256
H 1.231029 -0.231502 -1.518747 -0.81 -0.80 -1.12 0.265

=====

Record 2
28
Properties=species:S:1:pos:R:3:forces:R:3:nbo_charge:R:1 method="wB97M-V/def2-TZVPD" lumo_ev=3.4053 mol_weight_g_mol=230.28 e_above_lowest_ev=0.0000 charge=-1
C -3.256938 -1.596036 -0.995229 1.95 1.39 0.72 -0.250
C -3.960054 -0.860022 -0.067013 -2.12 -0.45 -0.12 -0.216
C -1.850552 -1.505921 -1.026703 -1.94 0.91 0.31 -0.162
C -3.359215 -0.036698 0.862162 1.24 -1.65 -1.14 -0.311
C -1.164341 -0.727369 -0.077274 0.50 -1.01 -0.09 0.100
C -1.957409 -0.048831 0.878028 -1.54 -0.99 -1.73 0.379
C 0.568173 1.624665 -0.218181 -0.14 -1.27 2.03 -0.615
C 1.788835 0.144840 1.403350 4.68 1.02 3.55 -0.621
C 2.325818 0.037265 -0.917586 0.56 1.49 -0.42 -0.608
C 1.162946 0.234918 0.082454 0.01 -1.02 -0.61 0.097
N 0.244463 -0.907080 -0.113786 -1.07 1.82 0.49 -0.725
O -0.347214 -3.263807 0.796685 1.01 0.80 -0.72 -1.030
O 2.066483 -2.924298 0.537521 -0.05 1.18 0.14 -1.020
F -1.429128 0.616789 1.857268 1.68 1.26 1.96 -0.321
S 0.741240 -2.705456 -0.079654 -1.21 -2.31 0.11 1.616
H -3.847287 -2.033340 -1.731167 -0.47 -1.28 -1.28 0.195
H -5.079222 -1.014197 -0.087842 1.24 0.53 0.20 0.187
H -1.285343 -1.944406 -1.819801 0.29 -0.39 -0.17 0.217
H -3.963531 0.356232 1.629653 -0.19 0.88 0.88 0.211
H 0.263678 1.613683 -1.224467 -0.87 0.41 -1.21 0.208
H -0.184569 1.892308 0.548909 0.04 -0.20 -0.89 0.222
H 1.355751 2.323720 -0.066073 0.81 0.69 -0.11 0.200
H 2.983726 0.346577 1.194635 -2.65 -0.42 1.01 0.175
H 1.776207 -0.861912 1.830230 -0.07 0.11 -0.36 0.256
H 1.599149 0.827260 2.313450 -0.53 -0.54 -1.70 0.198
H 2.936995 1.013645 -0.880120 -0.35 -1.70 0.01 0.180
H 2.936529 -0.899314 -0.904570 -0.61 0.89 0.60 0.246
H 1.815304 0.080045 -1.845660 -0.21 -0.18 -1.46 0.193

=====

Record 3
62
Properties=species:S:1:pos:R:3:forces:R:3:mulliken_charge:R:1 method="wB97M-V/def2-TZVPD" lumo_ev=-3.4022 mol_weight_g_mol=679.66 charge=+1
C -1.662613 3.096717 -3.570114 -0.07 -1.37 0.31 -0.170
C -1.397790 1.747629 -3.361313 -0.45 0.59 -0.20 -0.065
C -0.100422 1.242354 -3.692529 1.14 -0.21 0.06 -0.015
C 0.882124 2.107473 -4.310109 -0.47 -0.60 0.16 0.907
C 0.539814 3.467506 -4.539124 -0.68 0.43 -0.13 -0.808
C -0.699464 3.947991 -4.149618 1.12 0.12 -0.48 -0.893
C 2.149580 1.565913 -4.561234 0.09 0.19 0.54 -1.032
C 2.523817 0.350780 -3.979904 -0.59 -0.56 0.25 0.857
C 1.481853 -0.450950 -3.370287 -0.11 1.22 -0.13 0.097
C 1.801044 -1.665676 -2.684207 0.65 -0.52 0.04 -0.087
C 3.138703 -2.018943 -2.547689 -1.55 -0.02 0.03 -0.168
C 4.161681 -1.242634 -3.131942 0.35 0.88 -0.53 -0.920
C 3.867623 -0.099050 -3.852741 0.50 -0.65 0.07 -0.840
H -2.630027 3.500134 -3.269245 0.20 -0.07 -0.17 0.504
H 1.283324 4.110232 -5.021751 -0.35 -0.11 0.25 0.419
H -0.943310 5.000543 -4.289717 0.09 -0.26 -0.01 0.384
H 2.895808 2.162714 -5.083555 -0.08 -0.03 0.15 0.430
H 3.381343 -2.916913 -1.977370 0.05 0.21 -0.20 0.436
H 5.198814 -1.560692 -2.992117 -0.36 0.19 -0.15 0.388
H 4.657201 0.491730 -4.324002 -0.17 -0.23 0.22 0.429
N 0.215344 -0.009084 -3.310951 -0.11 0.09 0.09 -0.266
Tl -0.764089 0.699745 1.569510 -0.19 0.03 -0.17 0.684
C -2.379871 0.780872 -2.724624 0.61 0.06 -0.25 -1.294
H -2.129769 -0.242771 -3.038003 -0.16 0.32 -0.06 0.421
H -3.425101 1.006752 -2.983024 0.28 0.03 0.14 0.750
C 0.652992 -2.454267 -2.082536 0.20 0.67 -0.41 -1.495
H -0.242437 -2.321482 -2.708063 0.35 -0.21 0.05 0.426
H 0.903401 -3.521690 -1.986258 -0.11 0.32 0.02 0.838
P -2.190730 0.785788 -0.890952 -0.70 0.46 -0.42 0.727
P 0.168197 -1.801872 -0.415913 0.32 -0.64 0.20 1.009
C 1.504734 -2.603565 0.536588 0.29 -0.04 0.24 -1.402
H 1.223223 -2.681710 1.592368 0.07 0.01 -0.10 0.383
H 1.684835 -3.610535 0.137246 0.03 0.17 0.21 0.482
H 2.422407 -2.011437 0.473828 -0.07 -0.11 0.02 0.302
C -1.133551 -3.049438 -0.102009 -0.21 -0.02 0.07 -1.307
H -0.701660 -4.053093 -0.209744 -0.23 0.16 0.05 0.439
H -1.535135 -2.927852 0.909237 -0.02 -0.13 -0.12 0.308
H -1.948865 -2.923450 -0.822525 0.09 -0.11 0.15 0.354
C -2.929331 2.415512 -0.519632 -0.19 0.22 0.05 -1.458
H -3.894833 2.492027 -1.036553 0.13 0.15 0.19 0.369
H -3.089670 2.524022 0.561742 -0.04 0.05 -0.22 0.491
H -2.272766 3.225106 -0.858311 -0.11 -0.16 0.11 0.390
C -3.623359 -0.271034 -0.464298 -0.07 -0.11 0.12 -1.245
H -3.691158 -0.404582 0.623617 -0.13 -0.03 -0.22 0.364
H -4.533247 0.224697 -0.828953 0.12 -0.27 0.14 0.444
H -3.525590 -1.257390 -0.934947 -0.06 0.24 0.15 0.295
C -0.774532 -1.408035 3.528248 -0.57 -1.44 3.01 0.157
O -0.996241 -1.759673 4.594811 0.57 0.93 -2.65 -0.164
H 1.107724 1.159197 0.312089 1.11 0.28 -0.16 -0.305
O 3.099630 0.473265 1.330261 -1.42 0.59 -0.80 -0.274
B 2.063336 1.385417 1.032175 1.40 0.51 0.32 1.030
O 2.191946 2.568824 1.792539 -0.55 -1.07 -1.31 -0.643
C 3.154187 2.269973 2.721040 0.44 -1.78 0.63 0.747
C 3.229705 2.834296 3.975899 0.11 0.14 0.27 -0.774
C 3.721208 2.029263 5.009720 0.18 0.45 -0.14 -0.463
C 4.246104 0.762347 4.751222 0.40 -0.11 -0.24 -0.426
C 4.300669 0.244511 3.449763 0.23 -0.04 0.28 -0.945
C 3.696078 0.987553 2.458299 -1.01 1.28 0.88 0.535
H 2.845018 3.838002 4.136145 -0.13 -0.27 0.17 0.446
H 3.672413 2.411723 6.030803 0.16 -0.16 -0.31 0.379
H 4.623626 0.152263 5.571550 -0.05 0.22 -0.20 0.386
H 4.731956 -0.729051 3.224869 -0.26 0.11 0.17 0.449